ORCA calculation (the ωB97M-V functional and the def2-TZVPD basis) on C25H31BrCl2CrN6O3 as an isolated structure at a distorted geometry.

XYZ file:
```
69
Properties=species:S:1:pos:R:3:lowdin_spin:R:1
Cr -0.03158 -0.43568 0.01934 3.07
N 0.15554 2.63098 -1.31002 0.00
C -0.28624 2.61834 -0.03018 0.01
N -0.73330 3.76728 0.45955 0.00
C -0.99865 3.73634 1.77865 0.00
N -1.67757 4.81464 2.27126 0.00
N -0.65892 2.78440 2.61786 0.00
C -0.23661 1.62973 2.04262 0.00
N -0.19182 1.47023 0.65960 0.00
C 0.16909 0.53741 2.78374 0.00
C 0.50711 0.54520 4.15132 0.00
C 1.15995 -0.50492 4.71529 0.00
C 1.53804 -1.60688 3.86425 0.00
C 1.12734 -1.68392 2.59300 0.00
N 0.25750 -0.70143 2.01630 -0.05
H -0.19888 3.36072 -1.90239 0.00
H 0.37047 1.73894 -1.72615 0.00
H -1.68494 5.63026 1.68559 0.00
H -1.65249 4.93739 3.26780 0.00
H 0.28167 1.44538 4.70811 0.00
H 1.44764 -0.50206 5.75742 0.00
H 2.19603 -2.37655 4.24717 0.00
H 1.38209 -2.50865 1.94110 0.00
C -4.42133 1.92879 -6.53992 0.00
C -3.62273 2.85056 -5.60353 0.00
C -4.59800 3.80188 -4.90398 0.00
C -2.65038 3.70505 -6.42871 0.00
C -2.86633 1.97585 -4.60524 0.00
C -3.31706 1.74369 -3.31492 0.00
C -2.59670 0.92331 -2.47385 0.00
Br -3.38817 0.50246 -0.78522 0.01
C -1.34524 0.32978 -2.79495 0.00
O -0.61016 -0.27307 -1.90036 0.03
C -0.96584 0.46481 -4.16988 0.00
C -1.73602 1.26848 -5.00067 0.00
C 0.19661 -0.28681 -4.84574 0.00
C 1.16923 -0.97880 -3.88828 0.00
C -0.42226 -1.38207 -5.73229 0.00
C 1.03642 0.67019 -5.70713 0.00
H -4.98639 2.51049 -7.27428 0.00
H -5.11988 1.32566 -5.95776 0.00
H -3.75180 1.25092 -7.07169 0.00
H -5.11496 4.41152 -5.64821 0.00
H -4.06613 4.46594 -4.22019 0.00
H -5.35454 3.25595 -4.34030 0.00
H -3.20650 4.37024 -7.09394 0.00
H -1.99247 3.09267 -7.04482 0.00
H -2.02900 4.31326 -5.76922 0.00
H -4.23479 2.17585 -2.94284 0.00
H -1.43532 1.33990 -6.03841 0.00
H 0.66637 -1.73753 -3.29531 0.00
H 1.63349 -0.26346 -3.21311 0.00
H 1.95410 -1.46792 -4.47461 0.00
H -1.00867 -2.06487 -5.11527 0.00
H 0.36575 -1.95760 -6.22588 0.00
H -1.07762 -0.95785 -6.49590 0.00
H 1.42760 1.48284 -5.09233 0.00
H 0.46955 1.10554 -6.53106 0.00
H 1.88099 0.12684 -6.13699 0.00
C -1.04384 -1.15962 1.57056 -0.12
H -1.15621 -2.24153 1.64673 0.00
H -1.85744 -0.65058 2.08287 0.00
Cl 2.06894 -4.31553 -2.33047 0.00
C 2.79238 -2.98676 -1.42309 0.00
Cl 3.63633 -3.61335 0.01879 0.00
C 1.75604 -1.96088 -0.92786 0.01
O 2.13027 -0.77469 -0.90576 0.02
O 0.64164 -2.37004 -0.52825 0.00
H 3.54168 -2.50484 -2.03896 0.00
```

Summary:
HOMO energy (spin up / spin down) in eV: -3.47 / -3.49
Spin multiplicity: 4
Lowest unoccupied orbital energy (spin up / spin down) in eV: 2.48 / 2.48
Maximum force in eV/Å: 1.07
E_tot in Eh: -6064.57502
Total charge: -1

ORCA calculation (the ωB97M-V functional and the def2-TZVPD basis) on a 7-piece molecular cluster, C36H53BrO14P2 overall at a distorted geometry.

XYZ file:
```
106
Properties=species:S:1:pos:R:3:mulliken_charge:R:1
O 3.82306 4.31639 -1.32942 -0.57
C 4.19376 3.27402 -1.81561 -0.09
C 5.40315 3.15235 -2.68856 0.62
C 5.73791 4.13754 -3.60732 -0.64
C 6.84616 3.92974 -4.41756 -0.10
Br 7.30627 5.25138 -5.67986 -0.18
C 7.60853 2.77291 -4.32191 -0.44
C 7.28243 1.80353 -3.38307 -0.90
C 6.17285 1.98957 -2.56756 0.46
C 5.74162 0.96030 -1.57116 -0.26
O 6.51993 0.33585 -0.88936 -0.55
C 4.25517 0.81451 -1.47561 0.79
C 3.63716 -0.41610 -1.30277 -0.79
C 2.24375 -0.49915 -1.27401 1.24
P 1.39630 -2.10800 -1.11890 -0.29
P 0.78946 -2.12015 0.98523 0.95
O -0.67504 -2.29652 1.01578 -0.57
O 1.59804 -3.27186 1.71348 -0.42
O 1.22918 -0.74446 1.68490 -0.48
C 1.46995 0.66752 -1.39055 0.06
C -0.04631 0.65055 -1.42795 -1.33
O -0.54611 0.16817 -2.65656 -0.40
C -0.32144 1.02927 -3.73477 -0.44
O -1.01100 2.23873 -3.57419 -0.45
C -0.27193 3.43708 -3.77006 0.20
C -0.50877 4.40489 -2.61069 -0.71
O -0.99265 5.63816 -3.14444 -0.55
C 2.10688 1.89337 -1.53442 -0.45
C 3.49122 1.97638 -1.58961 0.26
H 5.13371 5.03104 -3.67624 0.57
H 8.45512 2.62398 -4.97753 0.42
H 7.86512 0.89862 -3.27713 0.48
H 4.23895 -1.30884 -1.19025 0.41
H 2.49256 -2.99196 -1.13520 0.07
H 1.52722 -3.12546 2.67538 0.37
H 0.42334 -0.30246 1.98647 0.35
H -0.45100 0.01082 -0.64139 0.52
H -0.39903 1.66501 -1.22379 0.18
H 0.75051 1.21196 -3.87985 0.40
H -0.70691 0.49889 -4.60744 0.33
H 0.79518 3.24643 -3.90318 0.20
H -0.62874 3.94057 -4.67128 0.39
H 0.40455 4.59205 -2.03989 0.32
H -1.26009 3.96325 -1.94882 0.20
H -0.82673 6.33173 -2.50090 0.32
H 1.52683 2.80109 -1.63808 0.50
C -0.96946 -5.17688 5.35154 -1.02
C -0.56014 -3.75688 5.09131 0.80
C -1.36529 -2.68141 5.76891 -0.77
O 0.37267 -3.47810 4.36671 -0.60
H -0.30905 -5.85158 4.80933 0.35
H -0.91826 -5.39061 6.41507 0.38
H -1.99672 -5.32951 5.01848 0.13
H -1.30632 -2.79965 6.85158 0.34
H -2.40985 -2.74369 5.46404 0.11
H -0.96953 -1.70555 5.49569 0.19
C -5.09621 -5.20748 7.80081 -1.07
C -3.94964 -6.17088 7.65084 0.90
C -4.30640 -7.62658 7.48324 -1.18
O -2.79913 -5.79551 7.63980 -0.54
H -4.71370 -4.19449 7.90326 0.26
H -5.72723 -5.26662 6.91153 0.26
H -5.69482 -5.45694 8.67837 0.39
H -4.93128 -7.75318 6.59759 0.30
H -4.86270 -7.97836 8.35352 0.37
H -3.39905 -8.21599 7.37397 0.31
C 2.35193 -1.12815 6.69258 -0.94
C 1.20055 -0.41794 7.36165 0.90
C 1.05330 1.05739 7.07379 -1.15
O 0.43053 -1.00216 8.08685 -0.54
H 2.34649 -2.17794 6.97523 0.25
H 2.26099 -1.04957 5.60763 0.14
H 3.29797 -0.67617 6.99537 0.43
H 0.91862 1.21751 6.00264 0.26
H 1.94925 1.59266 7.39177 0.37
H 0.19124 1.44896 7.60840 0.32
C -4.25093 2.00398 -5.67330 -1.23
C -3.62624 3.35055 -5.94034 0.96
C -4.40175 4.56337 -5.48942 -1.23
O -2.55039 3.45274 -6.48208 -0.51
H -3.59448 1.21856 -6.03958 0.28
H -4.40519 1.87189 -4.60142 0.31
H -5.21707 1.93254 -6.17591 0.42
H -4.56309 4.52156 -4.41122 0.31
H -5.37353 4.59244 -5.98534 0.40
H -3.84372 5.46418 -5.73253 0.30
C 0.44404 3.73047 -7.51609 -0.86
C 1.61495 4.55815 -7.05275 0.86
C 2.06356 5.67601 -7.96397 -1.23
O 2.17034 4.34218 -5.99889 -0.49
H 0.22038 2.97201 -6.77056 -0.02
H -0.43787 4.35715 -7.64803 0.30
H 0.67642 3.24453 -8.46570 0.50
H 1.24645 6.38253 -8.11740 0.33
H 2.35798 5.27215 -8.93395 0.35
H 2.90917 6.19419 -7.51787 0.31
C -3.96900 -3.80740 3.10428 -0.81
C -4.86357 -5.02197 3.09264 0.79
C -4.93253 -5.79685 1.80024 -1.21
O -5.49562 -5.35873 4.06898 -0.53
H -4.01158 -3.33819 4.08430 0.09
H -2.93842 -4.08933 2.87836 0.20
H -4.29661 -3.09214 2.34875 0.48
H -3.93936 -6.15745 1.52827 0.33
H -5.29597 -5.15342 0.99770 0.33
H -5.60533 -6.64303 1.91701 0.34
```

Summary:
HOMO energy in eV: -9.03
Lowest unoccupied orbital energy in eV: -0.84
Maximum force in eV/Å: 1.02
E_tot in Eh: -5713.72836
Total charge: 0